Formula: C31H61BrCl4CsLiMgN3O5PRbS
Source: the Open Molecules 2025 dataset
Level of theory: wB97M-V/def2-TZVPD

Cartesian coordinates (Å):
C 0.548 0.756 -0.715
C 1.918 1.372 -1.060
C 2.156 1.704 -2.516
Cl 1.501 0.453 -3.696
C 1.756 3.073 -3.009
C 2.749 4.168 -2.492
O 3.046 4.115 -1.273
O 3.161 4.923 -3.359
N 0.312 3.325 -2.781
C 0.092 4.134 -1.565
C -1.333 4.109 -1.051
C -1.356 4.666 0.365
C -2.767 4.642 0.939
C -2.850 4.240 2.415
C -3.973 4.933 3.208
C -5.232 4.099 3.323
C -5.910 3.687 1.998
C -6.116 2.144 1.899
C -5.190 1.549 0.832
C -3.834 1.090 1.402
O -3.590 -0.284 1.261
C -2.898 -0.646 0.089
P -0.475 4.065 -4.073
S -0.178 5.934 -4.440
H 0.666 -0.228 -0.276
H -0.115 0.669 -1.567
H 0.032 1.375 0.013
H 2.102 2.236 -0.439
H 2.670 0.635 -0.782
H 3.232 1.671 -2.665
H 1.915 3.034 -4.083
H 0.713 3.818 -0.738
H 0.347 5.178 -1.752
H -1.991 4.698 -1.687
H -1.701 3.082 -1.034
H -1.064 5.708 0.251
H -0.659 4.161 1.025
H -3.256 5.609 0.870
H -3.348 3.925 0.363
H -1.922 4.547 2.891
H -2.940 3.171 2.551
H -4.184 5.952 2.850
H -3.587 5.081 4.211
H -5.050 3.201 3.892
H -5.964 4.676 3.881
H -5.395 4.034 1.090
H -6.899 4.142 1.974
H -5.972 1.682 2.864
H -7.137 1.963 1.615
H -5.050 2.310 0.061
H -5.645 0.672 0.393
H -3.804 1.295 2.471
H -3.033 1.692 0.952
H -2.161 -1.406 0.327
H -3.599 -1.029 -0.650
H -2.353 0.194 -0.344
H -0.087 3.260 -5.150
H -1.835 3.826 -3.859
Rb 3.455 -0.166 -5.255
C 6.396 -4.595 0.465
C 7.693 -4.331 -0.304
C 8.541 -5.607 -0.327
C 7.996 -6.736 -1.212
C 7.152 -6.221 -2.392
C 7.441 -4.775 -2.807
N 7.251 -3.907 -1.641
O 7.430 -2.622 -1.885
C 6.394 -4.403 -3.855
C 8.828 -4.670 -3.447
C 8.508 -3.298 0.478
H 5.798 -3.693 0.510
H 6.601 -4.919 1.500
H 5.786 -5.367 -0.004
H 9.545 -5.348 -0.666
H 8.670 -5.978 0.692
H 8.835 -7.325 -1.579
H 7.392 -7.423 -0.616
H 7.282 -6.884 -3.248
H 6.093 -6.297 -2.125
H 5.393 -4.405 -3.418
H 6.408 -5.124 -4.673
H 6.588 -3.415 -4.272
H 8.885 -5.330 -4.314
H 9.631 -4.953 -2.766
H 9.020 -3.654 -3.789
H 8.742 -3.677 1.477
H 7.976 -2.358 0.613
H 9.451 -3.078 -0.016
Cs 5.213 -2.532 2.138
N -9.612 -1.862 2.698
C -9.269 -1.209 3.851
C -10.164 -1.576 4.823
C -11.077 -2.492 4.233
C -10.707 -2.647 2.922
H -9.135 -1.776 1.812
H -8.424 -0.540 3.885
H -10.163 -1.228 5.844
H -11.909 -2.978 4.714
H -11.129 -3.244 2.133
Cl -6.662 -0.510 5.250
Li -4.838 6.014 1.070
Mg -5.085 -2.042 5.062
O 0.015 -2.397 -7.402
H -0.404 -2.237 -8.253
H -0.671 -2.822 -6.877
C 0.354 0.095 4.888
Cl 1.071 -1.518 4.722
Cl -0.381 0.665 3.384
H -0.417 0.024 5.645
H 1.116 0.802 5.190
Br -7.366 -0.514 1.922

M, Da: 1090.2
Total charge: +1
Multiplicity: 1
Energy relative to the best compared isomer or geometry (same formula, charge and spin), eV: 0.000


Formula: C31H61BrCl4CsLiMgN3O5PRbS
Source: the Open Molecules 2025 dataset
Level of theory: wB97M-V/def2-TZVPD

Cartesian coordinates (Å):
C 0.493 0.701 -0.561
C 1.905 1.320 -0.740
C 2.265 1.762 -2.152
Cl 1.680 0.606 -3.457
C 1.925 3.198 -2.527
C 2.897 4.191 -1.813
O 3.119 4.034 -0.585
O 3.414 5.037 -2.543
N 0.477 3.494 -2.399
C 0.152 4.149 -1.122
C -1.349 4.130 -0.818
C -1.597 4.449 0.662
C -3.109 4.423 0.928
C -3.531 3.757 2.251
C -4.790 4.402 2.909
C -6.081 3.666 2.576
C -6.417 3.601 1.055
C -6.675 2.142 0.524
C -5.523 1.704 -0.422
C -4.400 0.971 0.364
O -4.204 -0.360 -0.043
C -3.221 -0.520 -1.045
P -0.117 4.445 -3.687
S 0.359 6.314 -3.737
H 0.571 -0.325 -0.199
H -0.110 0.699 -1.468
H -0.071 1.273 0.181
H 2.041 2.119 -0.017
H 2.624 0.540 -0.466
H 3.355 1.722 -2.220
H 2.169 3.273 -3.591
H 0.640 3.688 -0.267
H 0.458 5.203 -1.112
H -1.868 4.851 -1.458
H -1.761 3.131 -1.009
H -1.262 5.482 0.799
H -1.044 3.793 1.333
H -3.547 5.430 0.945
H -3.577 3.858 0.116
H -2.722 3.895 2.975
H -3.692 2.687 2.156
H -4.868 5.490 2.717
H -4.632 4.327 3.987
H -6.092 2.653 2.973
H -6.909 4.194 3.059
H -5.666 4.081 0.403
H -7.352 4.153 0.902
H -6.811 1.454 1.352
H -7.600 2.146 -0.034
H -5.147 2.606 -0.922
H -5.881 1.003 -1.170
H -4.665 0.930 1.426
H -3.478 1.574 0.302
H -2.609 -1.398 -0.825
H -3.714 -0.635 -2.016
H -2.528 0.330 -1.095
H 0.364 3.784 -4.830
H -1.515 4.321 -3.697
Rb 3.605 -0.022 -5.007
C 6.625 -4.742 0.452
C 7.902 -4.490 -0.358
C 8.712 -5.789 -0.455
C 8.104 -6.870 -1.354
C 7.234 -6.297 -2.483
C 7.548 -4.845 -2.863
N 7.425 -4.014 -1.664
O 7.639 -2.724 -1.878
C 6.473 -4.414 -3.862
C 8.912 -4.762 -3.556
C 8.776 -3.508 0.433
H 6.052 -3.825 0.556
H 6.858 -5.109 1.465
H 5.975 -5.479 -0.020
H 9.712 -5.550 -0.823
H 8.868 -6.202 0.545
H 8.913 -7.471 -1.772
H 7.503 -7.560 -0.758
H 7.314 -6.939 -3.362
H 6.185 -6.358 -2.177
H 5.488 -4.404 -3.389
H 6.434 -5.109 -4.702
H 6.673 -3.420 -4.260
H 8.917 -5.396 -4.445
H 9.733 -5.089 -2.918
H 9.127 -3.743 -3.879
H 9.034 -3.927 1.410
H 8.274 -2.559 0.620
H 9.709 -3.297 -0.086
Cs 5.563 -2.720 2.233
N -9.154 -1.502 3.921
C -8.672 -0.742 4.956
C -9.495 -0.937 6.034
C -10.507 -1.854 5.636
C -10.267 -2.185 4.330
H -8.754 -1.551 3.000
H -7.784 -0.124 4.841
H -9.384 -0.476 7.002
H -11.317 -2.227 6.241
H -10.791 -2.843 3.657
Cl -6.007 -0.127 6.027
Li -5.093 5.922 0.886
Mg -4.533 -1.788 5.829
O 0.037 -1.999 -7.209
H -0.385 -1.783 -8.046
H -0.661 -2.418 -6.694
C 0.947 -0.017 5.220
Cl 1.557 -1.668 5.013
Cl 0.184 0.585 3.744
H 0.205 -0.034 6.009
H 1.765 0.640 5.490
Br -7.951 -0.186 -0.382

M, Da: 1090.2
Total charge: +1
Multiplicity: 1
Energy relative to the best compared isomer or geometry (same formula, charge and spin), eV: 0.593


Formula: C31H61N4O7
Source: the Open Molecules 2025 dataset
Level of theory: wB97M-V/def2-TZVPD

Cartesian coordinates (Å):
N -5.791 -1.473 -1.974
C -5.385 -0.695 -3.175
C -4.266 0.431 -2.898
O -3.533 0.401 -1.640
C -2.267 -0.131 -2.031
O -1.624 -0.910 -1.319
O -1.977 0.435 -3.303
C -3.189 0.669 -4.065
O -3.110 -0.268 -5.149
H -5.616 -0.976 -1.094
H -5.355 -2.400 -2.000
H -5.033 -1.456 -3.969
H -6.295 -0.144 -3.605
H -4.814 1.447 -2.839
H -3.306 1.705 -4.521
H -3.175 0.177 -6.018
C -0.166 0.910 4.710
C -1.701 0.740 4.793
C -2.055 -0.762 4.789
C -1.885 -1.409 3.420
C -2.687 -0.650 2.369
C -2.369 0.859 2.331
N -2.368 1.493 3.687
O -3.666 1.678 4.050
C -1.000 1.079 1.642
C -3.371 1.538 1.358
C -2.038 1.317 6.194
H 0.321 0.416 5.556
H 0.286 0.471 3.825
H 0.114 1.967 4.744
H -3.095 -0.902 5.113
H -1.439 -1.297 5.519
H -0.826 -1.447 3.146
H -2.226 -2.447 3.462
H -2.503 -1.099 1.386
H -3.754 -0.801 2.576
H -0.629 2.095 1.813
H -1.076 0.948 0.559
H -0.235 0.370 1.955
H -4.413 1.371 1.642
H -3.263 1.135 0.347
H -3.197 2.618 1.303
H -1.825 2.389 6.240
H -1.438 0.829 6.968
H -3.084 1.163 6.474
C 1.215 5.232 0.279
C 2.046 4.221 -0.545
C 2.556 3.096 0.379
C 3.690 3.545 1.292
C 4.828 4.144 0.473
C 4.371 5.278 -0.469
N 3.153 4.923 -1.266
O 3.555 4.111 -2.280
C 4.108 6.561 0.357
C 5.574 5.673 -1.369
C 0.994 3.617 -1.514
H 0.365 4.732 0.753
H 1.760 5.702 1.093
H 0.813 6.023 -0.360
H 2.910 2.249 -0.223
H 1.735 2.708 0.990
H 3.323 4.266 2.029
H 4.061 2.688 1.862
H 5.604 4.512 1.154
H 5.292 3.340 -0.111
H 3.554 7.302 -0.227
H 5.046 7.034 0.661
H 3.573 6.378 1.288
H 5.965 4.829 -1.942
H 6.407 6.041 -0.764
H 5.298 6.467 -2.069
H 0.618 4.374 -2.208
H 0.137 3.225 -0.958
H 1.389 2.781 -2.099
C 1.008 -4.660 -3.726
C 0.205 -4.324 -2.448
C 0.956 -3.250 -1.633
C 2.187 -3.798 -0.922
C 1.812 -4.992 -0.050
C 1.058 -6.096 -0.819
N -0.062 -5.567 -1.660
O -1.103 -5.302 -0.827
C 2.057 -6.883 -1.703
C 0.577 -7.158 0.208
C -1.094 -3.687 -3.012
H 1.146 -3.764 -4.338
H 2.010 -5.035 -3.540
H 0.480 -5.396 -4.340
H 0.285 -2.815 -0.882
H 1.255 -2.423 -2.284
H 2.955 -4.078 -1.651
H 2.628 -3.014 -0.300
H 2.721 -5.403 0.404
H 1.194 -4.629 0.781
H 1.534 -7.501 -2.439
H 2.671 -7.559 -1.100
H 2.772 -6.248 -2.225
H -0.056 -6.731 0.989
H 1.428 -7.614 0.723
H 0.022 -7.961 -0.287
H -1.675 -4.418 -3.582
H -0.858 -2.858 -3.686
H -1.735 -3.273 -2.230

M, Da: 601.9
Multiplicity: 4
Calculated total energy, hartree: -1963.2273


Formula: C31H62BIN3OPS2
Source: the Open Molecules 2025 dataset
Level of theory: wB97M-V/def2-TZVPD

Cartesian coordinates (Å):
C 5.723 2.841 4.037
C 6.101 1.790 2.977
C 6.756 2.367 1.716
C 6.157 3.702 1.241
C 6.054 3.764 -0.293
C 4.674 3.289 -0.747
C 4.647 2.846 -2.216
C 3.357 3.244 -2.928
N 2.148 3.037 -2.131
C 0.942 3.469 -2.911
C 0.423 4.836 -2.429
C -0.842 4.751 -1.565
C -2.087 4.431 -2.403
C -3.383 5.135 -1.952
C -3.652 5.146 -0.451
C -3.488 3.780 0.240
C -4.605 3.479 1.254
C 2.006 1.695 -1.692
S 2.347 0.391 -2.604
S 1.486 1.624 -0.035
C 0.508 0.082 0.116
C -0.956 0.471 0.232
C -1.972 -0.672 0.160
B -1.958 -1.645 -1.148
I -1.545 -0.390 -3.032
C -3.397 -2.356 -1.426
C -3.617 -3.140 -2.564
C -4.864 -3.716 -2.738
C -5.881 -3.512 -1.816
N -5.701 -2.787 -0.717
C -4.484 -2.250 -0.557
P -0.650 -3.139 -1.087
C 0.156 -3.289 0.567
C 0.669 -3.112 -2.359
H 5.948 2.437 5.022
H 4.658 3.048 4.038
H 6.287 3.761 3.928
H 6.814 1.117 3.450
H 5.229 1.189 2.729
H 7.820 2.480 1.909
H 6.643 1.643 0.910
H 6.830 4.496 1.557
H 5.174 3.862 1.675
H 6.257 4.777 -0.637
H 6.832 3.129 -0.719
H 3.991 4.129 -0.651
H 4.374 2.465 -0.104
H 5.444 3.382 -2.732
H 4.826 1.782 -2.335
H 3.417 4.320 -3.103
H 3.306 2.770 -3.912
H 0.162 2.715 -2.864
H 1.275 3.587 -3.939
H 0.201 5.460 -3.296
H 1.190 5.363 -1.866
H -0.685 3.955 -0.840
H -0.972 5.699 -1.045
H -1.920 4.726 -3.440
H -2.273 3.361 -2.419
H -3.395 6.162 -2.316
H -4.207 4.604 -2.430
H -4.674 5.481 -0.276
H -3.021 5.875 0.057
H -2.535 3.763 0.754
H -3.504 3.017 -0.532
H -5.268 2.708 0.872
H -5.192 4.361 1.492
H -4.183 3.090 2.178
H 0.844 -0.360 1.048
H 0.746 -0.520 -0.754
H -1.202 1.264 -0.460
H -1.063 0.922 1.225
H -1.846 -1.303 1.045
H -2.947 -0.192 0.216
H -2.826 -3.303 -3.278
H -5.057 -4.336 -3.604
H -6.861 -3.941 -1.968
H -4.345 -1.681 0.352
H 0.567 -4.299 0.587
H -0.654 -3.263 1.292
H 0.977 -2.613 0.806
H 0.251 -3.083 -3.358
H 1.221 -4.048 -2.271
H 1.399 -2.305 -2.273
C -2.529 -7.027 4.280
C -1.244 -7.328 3.527
C -0.975 -6.474 2.295
O -1.824 -6.817 1.229
C -3.086 -6.133 1.167
N -1.307 -8.740 2.998
H -3.416 -7.375 3.750
H -2.529 -7.521 5.254
H -2.625 -5.957 4.452
H -0.400 -7.274 4.215
H 0.040 -6.689 1.944
H -1.013 -5.406 2.520
H -3.018 -5.133 1.596
H -3.867 -6.707 1.672
H -3.354 -6.043 0.117
H -1.634 -9.411 3.692
H -0.400 -9.049 2.644
H -1.947 -8.729 2.191

M, Da: 725.7
Multiplicity: 1
Calculated total energy, hartree: -2918.0629


- Among the records above, which one has the lowest M?
  C31H61N4O7